Entry 1:
Below is a cluster of 2 separate species, C4H12N2O in total in a non-equilibrium geometry, with properties calculated with ωB97M-V/def2-TZVPD.

**Frontier orbital gap (spin up / spin down)**: 7.556 / 6.722 eV
**ΔE to the lowest compared entry with this formula, charge and spin**: 162.2 kJ/mol
**Multiplicity**: 2
**Highest occupied orbital energy (spin up / spin down)**: -3.6 / -2.7 eV
**Molecular weight**: 104.2 g mol⁻¹
**LUMO energy (spin up / spin down)**: 3.997 / 3.998 eV
**Charge**: -1
**Expectation value of S²**: 0.76

Positions of all 19 atoms, in Å:
C 0.311 -2.032 0.662
N -0.117 -0.760 1.296
C -0.282 0.360 0.330
C -0.663 1.630 1.060
O -1.374 -1.278 -2.211
C 0.968 0.608 -0.603
N 0.678 0.594 -2.019
H -0.190 -2.163 -0.313
H 1.398 -2.019 0.717
H -0.004 -2.855 1.317
H -1.007 -0.858 1.767
H -1.033 0.054 -0.403
H -0.739 2.436 0.323
H -1.601 1.560 1.614
H 0.140 1.919 1.746
H 1.416 1.562 -0.316
H 1.728 -0.119 -0.294
H 0.010 -0.139 -2.352
H 0.359 1.500 -2.323


Entry 2:
Below is a cluster of 2 separate species, C4H12N2O in total in a non-equilibrium geometry, with properties calculated with ωB97M-V/def2-TZVPD.

**Frontier orbital gap**: 6.691 eV
**ΔE to the lowest compared entry with this formula, charge and spin**: 498.2 kJ/mol
**Highest occupied orbital energy**: -6.8 eV
**Molecular weight**: 104.2 g mol⁻¹
**LUMO energy**: -0.078 eV

Positions of all 19 atoms, in Å:
C 0.526 1.528 -2.523
O 1.115 2.345 -1.474
C -0.407 0.422 -1.980
H 1.316 1.065 -3.155
H -0.012 2.266 -3.100
H -0.817 -0.126 -2.858
H -1.269 0.778 -1.390
H 0.141 -0.298 -1.363
C 0.340 -0.349 1.016
C -0.680 -1.167 1.537
N -0.289 -2.050 2.590
N 0.460 0.960 1.154
H 1.300 -0.889 0.656
H -1.752 -1.135 1.314
H -0.880 -2.839 2.867
H 0.626 -2.414 2.393
H -0.307 -1.376 3.318
H -0.363 1.352 1.617
H 0.952 1.927 -0.617


Entry 3:
Below is an isolated molecule of C4H12N2O in a non-equilibrium geometry, with properties calculated with ωB97M-V/def2-TZVPD.

**Frontier orbital gap**: 10.253 eV
**ΔE to the lowest compared entry with this formula, charge and spin**: 173.6 kJ/mol
**SMILES**: C[C@H](CN)NCO
**Highest occupied orbital energy**: -9.3 eV
**Molecular weight**: 104.2 g mol⁻¹
**LUMO energy**: 0.934 eV

Positions of all 19 atoms, in Å:
C -0.230 -0.763 -1.427
N -0.898 -0.087 -2.569
C -0.051 0.036 -0.120
C -1.326 0.654 0.423
N 0.750 -0.732 0.839
C 1.814 -0.038 1.541
O 1.388 1.171 2.177
H 0.796 -0.951 -1.791
H -0.654 -1.738 -1.061
H -1.048 -0.766 -3.306
H -1.827 0.209 -2.223
H 0.561 0.932 -0.417
H -1.899 0.026 1.200
H -1.105 1.533 1.053
H -1.938 0.890 -0.466
H 0.172 -1.225 1.504
H 2.584 0.105 0.758
H 2.242 -0.713 2.277
H 0.667 1.458 1.610